{"formula": "C21H10IrN5O9", "method": "the ωB97M-V functional and the def2-TZVPD basis", "gap_ha": 0.27889, "e_lumo_ev": -1.83, "de_lowest_kj_mol": 17.06, "total_charge": 0, "species": ["Ir", "C", "H", "O", "N", "H", "N", "C", "C", "O", "C", "H", "H", "H", "H", "C", "H", "C", "O", "C", "N", "O", "O", "N", "C", "C", "C", "O", "C", "O", "H", "C", "C", "C", "C", "C", "C", "O", "O", "H", "C", "N", "H", "C", "C", "C"], "xyz": [[0.6571, -0.0251, -1.2153], [-4.8970, -3.0218, -0.4803], [0.8585, -1.4845, 4.6464], [2.6442, -0.3195, -1.1727], [3.2944, -2.5602, 4.4088], [2.5927, 1.2706, -2.9866], [-0.6261, 0.0222, 3.0992], [-5.6141, -1.8842, -0.8286], [-2.6101, 0.4128, -1.4753], [4.3822, -3.0059, 4.1113], [3.2834, 3.6480, -4.0392], [-6.6954, -1.9221, -0.8268], [4.1913, -1.8644, 1.9826], [-0.0857, 4.9381, -1.1731], [-2.9373, -3.8982, -0.1913], [3.1976, -1.4956, 2.1906], [-0.4458, 2.5600, -0.5209], [2.0021, 2.1095, -2.6443], [-1.3589, -0.7283, 3.7165], [2.5418, -0.7557, 1.2160], [4.1029, 3.8563, -4.8152], [-0.3598, -2.0472, -0.7911], [0.5555, 0.5120, 0.6423], [1.0319, 1.8440, -1.7608], [1.3330, -1.2694, 3.7012], [-2.8771, -1.8417, -0.8127], [2.2521, 3.4049, -3.0690], [-0.9030, 1.1557, 2.7729], [3.3199, -0.5479, -0.0710], [-2.8320, 1.5520, -1.7921], [1.6842, 5.4656, -2.8626], [-3.5027, -3.0187, -0.4671], [0.7034, -0.4979, 2.7521], [0.5194, 4.1587, -1.6115], [0.3079, 2.8469, -1.2398], [2.5902, -1.7517, 3.4013], [-4.9692, -0.6959, -1.1766], [4.5258, -0.6024, -0.0462], [2.7427, -2.7237, 5.4792], [-5.4309, -3.9231, -0.2111], [1.2683, -0.2288, 1.4921], [-1.3609, -0.1446, -1.2581], [-5.5233, 0.1926, -1.4473], [-1.4561, -1.4455, -0.9199], [-3.5950, -0.6955, -1.1625], [1.4976, 4.4496, -2.5435]]}